(1)
ORCA calculation (ωB97M-V/def2-TZVPD) on a 5-piece molecular cluster, C27H66O5P overall at a distorted geometry.

```
99
Properties=species:S:1:pos:R:3:forces:R:3
C 5.129108 -2.002251 -0.265837 -0.421 -0.002 0.451
O 5.870165 -0.800476 -0.471717 -0.514 -0.400 -0.261
C 4.981245 0.309979 -0.475074 0.542 0.739 -0.600
C 5.766376 1.591371 -0.095749 -0.352 -0.252 1.251
C 4.854270 2.693712 0.542733 0.711 -0.080 -1.310
C 3.632629 3.069465 -0.360834 0.250 1.002 0.820
C 2.475599 3.607755 0.542015 0.564 -0.247 0.052
C 1.565849 2.509521 1.169424 -0.334 -0.179 -0.333
C 1.291325 1.284067 0.250255 -0.612 0.643 0.034
C 0.464881 1.727756 -1.012666 0.032 -1.141 0.457
C -0.655762 0.691018 -1.363508 0.073 0.335 0.258
C -2.077850 1.111827 -0.822861 0.529 -0.548 -0.198
P -2.577051 0.222037 0.729408 -0.162 0.650 -0.504
H 4.100827 -1.901871 -0.671038 0.525 -0.113 0.054
H 5.588614 -2.886823 -0.736625 0.149 0.554 0.161
H 5.048839 -2.156828 0.831677 -0.018 -0.195 -0.490
H 4.569204 0.444547 -1.499197 -0.001 -0.284 0.535
H 4.133774 0.090805 0.208130 0.453 0.392 0.002
H 6.351751 1.996755 -0.941430 -0.476 -0.261 0.223
H 6.505663 1.300082 0.678032 -0.266 0.092 -0.439
H 4.565808 2.451980 1.581736 -0.029 -0.200 -0.534
H 5.496280 3.596922 0.595924 -0.453 -0.356 0.277
H 3.332576 2.276602 -1.065766 0.029 0.209 0.463
H 3.960142 3.925095 -0.986445 -0.203 -0.538 0.134
H 1.917811 4.387561 -0.007730 -0.116 -0.564 0.229
H 2.961999 4.135210 1.388754 -0.292 -0.085 -0.493
H 1.924290 2.139219 2.148582 0.170 0.309 -0.506
H 0.575321 2.975750 1.376722 0.482 -0.247 0.031
H 2.207537 0.767876 -0.077720 -0.324 0.266 0.303
H 0.719566 0.547315 0.861038 0.177 0.282 -0.383
H 1.144302 1.771097 -1.882523 -0.380 0.424 0.418
H 0.011393 2.708479 -0.785836 0.276 -0.257 -0.480
H -0.761275 0.576085 -2.457581 0.075 -0.001 0.551
H -0.363040 -0.285365 -0.933502 -0.142 0.283 -0.457
H -2.818902 0.864604 -1.604111 0.063 0.226 0.609
H -2.059246 2.197675 -0.625184 -0.418 -0.504 0.040
H -3.947733 -0.172944 0.701156 0.586 0.246 0.171
H -2.389039 1.083736 1.845583 -0.105 -0.581 -0.330
H -1.833314 -0.964180 0.928970 -0.173 0.425 -0.018
C -6.061644 -2.743636 2.101604 -0.055 0.016 -0.023
C -5.899053 -1.705880 3.200001 -0.133 -0.114 -0.062
O -6.455566 -0.442782 2.874065 0.388 0.217 -0.131
C -7.853782 -0.423805 2.606006 -0.281 -0.045 0.024
C -8.700906 -0.900664 3.771742 0.121 -0.081 0.085
H -5.609807 -2.390599 1.169480 -0.005 -0.038 0.013
H -5.582884 -3.680523 2.390390 0.009 0.033 -0.012
H -7.109856 -2.956412 1.893314 0.020 -0.053 0.040
H -4.832556 -1.537367 3.371847 -0.038 0.167 0.055
H -6.309223 -2.070687 4.145809 -0.016 -0.057 -0.024
H -8.073063 -0.997093 1.699364 -0.013 -0.065 0.041
H -8.110815 0.612595 2.382860 0.207 0.008 -0.006
H -8.490273 -1.938734 4.033651 -0.086 -0.017 -0.052
H -9.760282 -0.826755 3.524391 0.032 0.036 -0.017
H -8.505711 -0.293475 4.657971 -0.031 0.013 -0.033
C 9.251819 -5.486867 -3.841238 0.113 -0.011 0.081
C 7.980801 -4.970403 -3.189549 0.075 0.007 -0.079
O 7.992370 -5.047824 -1.774482 -0.214 -0.102 0.121
C 9.017024 -4.318058 -1.117409 0.120 0.101 -0.020
C 8.974002 -2.825712 -1.393858 -0.109 0.036 -0.102
H 9.435933 -6.522806 -3.549302 -0.043 0.026 -0.038
H 9.167742 -5.437896 -4.928151 -0.024 -0.016 0.028
H 10.126475 -4.904594 -3.548488 -0.022 0.052 -0.072
H 7.139360 -5.581871 -3.519643 -0.031 -0.015 0.166
H 7.764528 -3.945912 -3.511966 0.073 0.040 -0.030
H 9.998393 -4.735454 -1.366047 0.018 0.044 -0.046
H 8.873560 -4.486559 -0.048853 -0.123 -0.117 -0.070
H 9.119464 -2.600462 -2.451624 0.103 0.002 0.025
H 9.756722 -2.313333 -0.832545 -0.020 -0.025 0.009
H 8.007764 -2.409566 -1.101987 0.048 0.033 0.034
C 3.285796 -1.216676 -5.484100 -0.139 0.118 0.068
C 3.875247 -1.693736 -4.168332 0.034 -0.114 -0.238
O 3.413198 -0.966995 -3.037786 -0.015 0.146 0.147
C 2.020924 -0.998186 -2.797753 0.037 -0.122 -0.164
C 1.470401 -2.395388 -2.565808 0.063 -0.079 -0.007
H 3.502171 -0.157194 -5.637125 0.046 -0.053 -0.014
H 3.706226 -1.784148 -6.315054 0.017 0.019 0.038
H 2.201306 -1.336562 -5.514408 0.012 -0.092 -0.051
H 4.956849 -1.557847 -4.193392 -0.035 0.080 0.189
H 3.701960 -2.765283 -4.026798 -0.055 -0.008 -0.016
H 1.485154 -0.493778 -3.611210 -0.067 -0.063 -0.048
H 1.855076 -0.399061 -1.901076 0.215 0.013 0.012
H 1.604602 -3.037684 -3.436260 -0.091 0.036 -0.014
H 0.401074 -2.350937 -2.345889 0.005 -0.008 -0.014
H 1.980689 -2.871349 -1.725850 -0.024 0.026 -0.003
C -9.582175 3.688086 5.216051 -0.097 0.077 0.011
C -9.170883 3.169761 3.848964 -0.003 0.105 0.108
O -10.199270 3.245169 2.877985 -0.013 -0.258 -0.139
C -10.701974 4.542112 2.597312 -0.008 0.138 0.010
C -9.650412 5.506033 2.076015 0.140 -0.049 0.030
H -10.452794 3.141727 5.584418 0.059 -0.018 -0.008
H -8.764694 3.568863 5.929222 -0.020 -0.024 -0.022
H -9.848400 4.745320 5.188472 0.089 0.014 0.019
H -8.909681 2.113831 3.936298 -0.115 -0.020 -0.116
H -8.271051 3.681556 3.489488 0.015 0.075 0.050
H -11.205649 4.951328 3.478898 0.054 0.051 0.019
H -11.472266 4.410424 1.836297 0.038 -0.168 0.044
H -8.856497 5.679534 2.804325 -0.060 0.076 0.029
H -10.104368 6.469650 1.841294 -0.010 -0.033 -0.005
H -9.185028 5.109397 1.171241 -0.052 0.018 -0.007
```
Forces are in eV/Å.

Results
calculated total energy	-48585.38692	eV
total charge	+1
Kohn-Sham gap	7.5	eV

Results of the Mulliken charge analysis, in e, for atoms 1 through 4: -0.355, -0.353, 0.243, -0.985

---

(2)
ORCA calculation (ωB97M-V/def2-TZVPD) on one molecule with the formula CH2N4OS at a distorted geometry.

```
9
Properties=species:S:1:pos:R:3:forces:R:3
O 0.298229 2.034817 -0.111066 4.206 -1.686 1.662
N 0.589705 0.673543 -0.040991 -1.544 -4.411 0.148
N 1.827249 0.165963 0.201999 0.381 0.399 -1.922
N 1.763203 -1.151398 -0.002226 0.622 2.955 1.747
N 0.522669 -1.508772 -0.097896 -2.711 -0.204 -0.919
C -0.248474 -0.418919 -0.143819 -0.464 1.476 0.660
S -2.067980 -0.263591 0.061118 1.805 -0.887 -0.578
H 1.289782 2.139697 0.225165 -2.346 1.897 -0.822
H -2.016872 1.057385 0.122198 0.052 0.462 0.024
```
Forces are in eV/Å.

Results
calculated total energy	-19908.10747	eV
ΔE to the lowest compared entry with this formula, charge and spin	176.4	kJ/mol
SMILES	On1nnnc1S
Kohn-Sham gap	10.1	eV

Results of the natural (NBO) charge analysis, in e, for atoms 1 through 4: -0.466, 0.042, -0.144, -0.030

---

(3)
ORCA calculation (ωB97M-V/def2-TZVPD) on one molecule with the formula C7H9P at a distorted geometry.

```
17
Properties=species:S:1:pos:R:3:forces:R:3
C -3.040478 -1.185840 -0.481296 2.043 -1.217 -2.613
C -1.810725 -1.296737 -1.160160 -2.292 -0.609 2.756
C -0.515349 -0.621682 -0.911817 -0.134 1.378 2.445
C 0.032906 -0.033516 -2.081793 2.087 2.557 -0.373
P 1.600572 -0.905070 -1.538560 -2.135 0.094 1.056
C 2.060676 0.256952 -0.287306 -0.454 -1.814 -1.761
C 2.508760 0.614853 0.753476 1.799 2.076 1.913
C 2.916117 1.353869 1.968413 -0.702 -1.225 -0.271
H -4.020685 -1.687430 -0.820216 2.016 0.705 0.406
H -3.093094 -0.599707 0.398185 -0.132 0.698 0.669
H -1.693524 -2.024882 -1.917611 -0.468 -0.533 -1.165
H -0.409674 0.062975 0.009710 -0.298 -1.435 -1.356
H -0.212853 -0.560993 -2.940788 -0.905 -0.392 -1.916
H 0.126897 1.074720 -2.169437 -0.253 -0.988 -0.163
H 3.725571 2.075779 1.941972 0.586 -0.574 -0.447
H 2.066158 1.983822 2.083841 -0.908 0.520 0.912
H 2.988238 0.613239 2.785194 0.150 0.759 -0.092
```
Forces are in eV/Å.

Results
calculated total energy	-16688.73137	eV
ΔE to the lowest compared entry with this formula, charge and spin	339.1	kJ/mol
SMILES	C=C[C@@H]1CP1C#CC
Kohn-Sham gap	8.0	eV

Results of the natural (NBO) charge analysis, in e, for atoms 1 through 4: -0.404, -0.201, -0.291, -0.663

---

(4)
ORCA calculation (ωB97M-V/def2-TZVPD) on C5H14N2O as an isolated structure at a distorted geometry.

```
22
Properties=species:S:1:pos:R:3:forces:R:3
C 1.617908 -1.179482 -1.219286 -1.361 -0.643 0.781
O 1.034792 -0.856117 -2.441118 -0.167 0.128 -0.155
H 0.085971 -0.694407 -2.271865 0.175 -0.035 -0.047
H 1.511935 -2.237084 -0.956709 0.107 -0.140 -0.213
H 2.684008 -0.954258 -1.253966 -0.153 0.381 0.400
H 0.455042 -0.879388 -0.147482 1.712 0.128 -0.722
C 0.647392 1.530976 -0.424302 0.307 -0.340 -0.519
C -0.095788 1.332772 1.994026 -0.060 -0.070 -0.024
C -0.758344 -0.338064 0.226042 -1.387 1.799 0.581
C -0.254450 0.955976 0.552732 0.152 -1.530 -0.216
N -1.430702 -0.466061 -1.060312 0.395 -0.229 -0.160
N -1.481686 -1.036322 1.265670 0.412 -0.057 -0.219
H -1.723685 -1.975125 0.972823 0.028 0.005 0.079
H -2.144179 0.243210 -1.177873 0.059 -0.105 0.138
H -1.859340 -1.379066 -1.166426 0.062 0.082 0.005
H -0.948563 -1.093543 2.124814 0.012 -0.071 -0.026
H 1.477704 0.708257 -0.511454 -0.223 0.719 0.290
H 0.317058 1.505729 -1.463200 -0.259 0.134 0.023
H 0.599452 0.664046 2.524597 -0.009 0.002 -0.076
H 1.009089 2.526969 -0.177432 0.241 -0.172 0.073
H -1.050695 1.280999 2.521925 -0.004 0.010 0.022
H 0.307084 2.339983 2.088796 -0.040 0.003 -0.015
```
Forces are in eV/Å.

Results
calculated total energy	-10435.81624	eV
ΔE to the lowest compared entry with this formula, charge and spin	502.9	kJ/mol
Kohn-Sham gap	7.4	eV

Results of the natural (NBO) charge analysis, in e, for atoms 1 through 4: -0.239, -0.760, 0.495, 0.147